[1]
{
  "formula": "C24H9F7N2O3",
  "method": "ωB97M-V/def2-TZVPD",
  "gap_ev": 8.16,
  "de_lowest_ev": 0.0000,
  "molar_mass_da": 506.333,
  "homo_energy_ev": -9.20,
  "smiles": "N#Cc1c(F)c(F)c(-n2cc(C(=O)OCc3ccccc3)c(=O)c3cc(F)c(F)c(F)c32)c(F)c1F",
  "energy_ha": -1954.2125,
  "species": ["N", "C", "C", "C", "F", "C", "F", "C", "N", "C", "C", "C", "O", "O", "C", "C", "C", "C", "C", "C", "C", "C", "O", "C", "C", "C", "F", "C", "F", "C", "F", "C", "C", "F", "C", "F", "H", "H", "H", "H", "H", "H", "H", "H", "H"],
  "xyz": [[-0.468, -8.365, 0.539], [-0.285, -7.292, 0.120], [-0.101, -5.910, -0.201], [-1.024, -5.326, -1.089], [-2.022, -6.065, -1.585], [-0.878, -4.016, -1.489], [-1.803, -3.444, -2.300], [0.162, -3.194, -0.990], [0.251, -1.855, -1.411], [-0.716, -1.044, -0.796], [-0.594, 0.277, -0.663], [-1.609, 0.980, 0.082], [-2.773, 0.580, 0.004], [-1.186, 1.976, 0.873], [-2.263, 2.718, 1.510], [-1.788, 3.946, 2.289], [-2.727, 4.851, 2.827], [-2.327, 5.986, 3.524], [-0.963, 6.286, 3.617], [0.001, 5.405, 3.093], [-0.404, 4.255, 2.401], [0.601, 0.940, -1.170], [0.740, 2.151, -1.054], [1.632, 0.110, -1.851], [2.794, 0.692, -2.427], [3.754, -0.081, -3.082], [4.864, 0.451, -3.597], [3.506, -1.462, -3.225], [4.374, -2.204, -3.970], [2.296, -2.055, -2.755], [2.079, -3.372, -3.042], [1.391, -1.290, -1.992], [1.102, -3.769, -0.126], [2.127, -3.010, 0.435], [0.945, -5.139, 0.262], [1.824, -5.733, 1.059], [-1.629, -1.550, -0.486], [-2.808, 2.039, 2.159], [-2.994, 3.053, 0.782], [-3.789, 4.672, 2.653], [-3.033, 6.708, 3.926], [-0.639, 7.161, 4.135], [1.052, 5.566, 3.291], [0.382, 3.610, 2.039], [2.949, 1.764, -2.321]]
}


[2]
{
  "formula": "C6H5NS",
  "method": "ωB97M-V/def2-TZVPD",
  "gap_ev": 9.20,
  "de_lowest_ev": 3.9708,
  "molar_mass_da": 123.180,
  "homo_energy_ev": -8.91,
  "smiles": "SCc1ncc2cc1-2",
  "energy_ha": -684.3854,
  "species": ["S", "C", "C", "N", "C", "C", "C", "C", "H", "H", "H", "H", "H"],
  "xyz": [[-0.399, -2.098, -1.756], [-1.113, -1.149, -0.416], [-0.350, -0.084, -0.009], [-0.230, 1.030, -0.729], [0.657, 1.917, -0.245], [1.273, 1.546, 0.893], [1.550, 0.653, 1.871], [0.568, 0.057, 1.140], [-1.648, -2.359, -2.213], [-1.365, -1.826, 0.382], [-2.080, -0.885, -0.721], [0.769, 2.785, -0.735], [2.368, 0.413, 2.539]]
}


[3]
{
  "formula": "C5H6O",
  "method": "ωB97M-V/def2-TZVPD",
  "gap_ev": 11.04,
  "de_lowest_ev": 2.0440,
  "molar_mass_da": 82.102,
  "homo_energy_ev": -9.98,
  "energy_ha": -269.2711,
  "species": ["O", "C", "C", "C", "C", "C", "H", "H", "H", "H", "H", "H"],
  "xyz": [[2.445, -1.547, -0.076], [2.524, -1.468, 1.054], [-0.028, -0.242, 1.011], [0.184, 0.443, -0.349], [-1.102, 0.738, -0.997], [-2.165, 0.964, -1.516], [0.893, -0.444, 1.566], [-0.616, 0.389, 1.675], [-0.547, -1.195, 0.870], [0.745, 1.377, -0.232], [0.773, -0.184, -1.030], [-3.107, 1.170, -1.975]]
}


[4]
{
  "formula": "CH8N2P",
  "method": "ωB97M-V/def2-TZVPD",
  "gap_ev": 10.61,
  "de_lowest_ev": 1.7950,
  "charge": 1,
  "molar_mass_da": 79.063,
  "homo_energy_ev": -14.36,
  "smiles": "N[C@@H]([NH3+])P",
  "energy_ha": -493.4400,
  "species": ["N", "C", "N", "P", "H", "H", "H", "H", "H", "H", "H", "H"],
  "xyz": [[-0.421, 1.190, -0.112], [0.041, 0.032, 0.491], [-0.819, -1.232, -0.259], [1.947, -0.087, 0.152], [0.146, 1.625, -0.828], [-1.391, 1.262, -0.375], [-0.433, -0.266, 1.599], [-1.786, -0.959, -0.282], [-0.313, -1.500, -1.072], [-0.764, -2.150, 0.163], [1.763, 0.303, -1.311], [2.236, 1.205, 0.699]]
}


[5]
{
  "formula": "C7H5ClN2O2",
  "method": "ωB97M-V/def2-TZVPD",
  "gap_ev": 8.81,
  "de_lowest_ev": 0.0000,
  "molar_mass_da": 184.582,
  "homo_energy_ev": -10.48,
  "smiles": "CCOC(=O)C(Cl)=C(C#N)C#N",
  "energy_ha": -989.8608,
  "species": ["C", "C", "O", "C", "O", "C", "Cl", "C", "C", "N", "C", "N", "H", "H", "H", "H", "H"],
  "xyz": [[1.295, -2.235, -0.217], [0.973, -1.478, 0.974], [0.147, -0.374, 0.593], [0.815, 0.658, 0.139], [2.007, 0.790, 0.060], [-0.157, 1.762, -0.367], [0.768, 2.924, -1.150], [-1.556, 1.674, -0.311], [-2.231, 2.841, -0.749], [-2.922, 3.741, -0.827], [-2.274, 0.527, 0.123], [-3.034, -0.326, 0.283], [1.635, -3.272, -0.015], [0.348, -2.345, -0.721], [2.001, -1.701, -0.882], [1.807, -1.038, 1.417], [0.379, -2.145, 1.650]]
}


[6]
{
  "formula": "C37H44BrCl5N2P2Ti",
  "method": "ωB97M-V/def2-TZVPD",
  "gap_ev": 6.61,
  "charge": 2,
  "molar_mass_da": 883.757,
  "homo_energy_ev": -13.40,
  "energy_ha": -7952.5188,
  "species": ["Ti", "C", "C", "C", "P", "C", "C", "C", "C", "C", "C", "C", "C", "C", "C", "N", "C", "C", "C", "C", "C", "C", "C", "P", "C", "C", "C", "C", "C", "C", "H", "H", "H", "H", "H", "H", "H", "H", "H", "H", "H", "H", "H", "H", "H", "H", "H", "H", "H", "H", "H", "H", "H", "H", "H", "H", "H", "H", "H", "H", "H", "H", "H", "H", "H", "H", "H", "H", "H", "H", "Br", "C", "C", "C", "N", "C", "C", "H", "H", "H", "H", "Cl", "C", "C", "C", "Cl", "C", "Cl", "C", "Cl", "C", "Cl"],
  "xyz": [[0.640, -0.553, 0.142], [2.735, 3.119, -0.512], [2.783, 2.638, 0.939], [3.097, 3.806, 1.868], [1.196, 1.675, 1.311], [0.712, 1.886, 3.119], [1.809, 1.221, 3.955], [0.320, 3.261, 3.653], [-0.070, 2.575, 0.356], [-0.284, 3.943, 0.496], [-1.290, 4.601, -0.200], [-1.533, 6.063, -0.031], [-2.098, 3.837, -1.041], [-1.879, 2.490, -1.226], [-0.829, 1.826, -0.574], [-0.536, 0.485, -0.787], [-1.379, -0.243, -1.657], [-1.595, 0.123, -2.985], [-2.594, -0.489, -3.718], [-3.430, -1.445, -3.148], [-4.581, -1.997, -3.917], [-3.149, -1.880, -1.856], [-2.115, -1.318, -1.115], [-1.493, -1.869, 0.525], [-2.806, -1.343, 1.763], [-2.357, -0.014, 2.372], [-4.196, -1.211, 1.151], [-1.461, -3.759, 0.502], [-1.387, -4.304, -0.926], [-2.588, -4.443, 1.270], [3.733, 3.379, -0.855], [2.116, 4.007, -0.597], [2.326, 2.357, -1.176], [3.591, 1.899, 1.040], [2.314, 4.557, 1.845], [4.014, 4.285, 1.530], [3.256, 3.483, 2.893], [-0.196, 1.268, 3.178], [2.769, 1.716, 3.822], [1.923, 0.168, 3.688], [1.559, 1.276, 5.012], [1.161, 3.940, 3.739], [-0.086, 3.127, 4.655], [-0.460, 3.719, 3.047], [0.350, 4.519, 1.154], [-0.688, 6.557, 0.439], [-2.412, 6.227, 0.592], [-1.729, 6.530, -0.994], [-2.905, 4.309, -1.580], [-2.535, 1.948, -1.889], [-0.994, 0.902, -3.436], [-2.754, -0.189, -4.741], [-4.941, -1.272, -4.639], [-5.404, -2.287, -3.269], [-4.271, -2.880, -4.472], [-3.769, -2.653, -1.431], [-2.817, -2.101, 2.554], [-2.025, 0.688, 1.599], [-1.549, -0.184, 3.085], [-3.182, 0.453, 2.907], [-4.229, -0.398, 0.426], [-4.911, -0.993, 1.943], [-4.506, -2.129, 0.662], [-0.516, -3.999, 1.015], [-2.376, -4.362, -1.371], [-0.974, -5.310, -0.916], [-0.760, -3.688, -1.568], [-3.558, -4.228, 0.833], [-2.596, -4.173, 2.323], [-2.435, -5.518, 1.220], [6.903, -0.610, -2.413], [5.179, -0.386, -1.693], [4.103, -0.012, -2.497], [2.849, 0.099, -1.926], [2.610, -0.155, -0.633], [3.659, -0.459, 0.145], [4.946, -0.585, -0.332], [4.247, 0.194, -3.545], [1.996, 0.411, -2.523], [3.456, -0.594, 1.204], [5.760, -0.822, 0.332], [0.950, -2.009, -3.167], [1.610, -2.862, -1.821], [1.309, -2.344, -0.570], [1.843, -3.004, 0.526], [1.521, -2.188, 2.029], [2.597, -4.168, 0.443], [3.170, -4.971, 1.845], [2.900, -4.648, -0.842], [3.896, -6.028, -1.021], [2.426, -3.981, -1.984], [2.892, -4.508, -3.549]]
}